19
Properties=species:S:1:pos:R:3:forces:R:3:lowdin_charge:R:1 method="wB97M-V/def2-TZVPD" homo_lumo_gap_ev=10.356 smiles=CCC[Si](Cl)(Cl)NC
C 2.189 -1.483 -0.715 2.768 -0.753 1.026 -0.1472
C -0.638 2.382 0.808 -0.460 -1.226 -3.312 -0.1680
C 0.981 -1.156 0.079 -2.346 1.969 -0.235 -0.3317
C -0.181 -0.678 -0.871 -0.266 -0.003 1.560 -0.3075
N -1.472 1.260 1.241 0.206 -0.335 -2.866 -0.1904
Si -1.786 -0.002 0.085 2.182 1.398 -1.379 -0.3378
Cl -2.670 -1.592 0.803 -0.882 -1.604 1.317 0.4091
Cl -3.108 0.653 -1.374 0.204 0.251 0.034 0.2739
H 2.136 -2.240 -1.483 -0.881 0.022 -0.596 0.0684
H 2.740 -0.612 -1.112 -0.539 -0.215 0.053 0.0836
H 2.934 -2.002 -0.056 -0.344 0.641 -0.148 0.0821
H 0.122 2.513 1.476 2.370 0.158 1.825 0.0306
H -0.122 2.037 -0.205 -1.118 1.365 1.824 0.1079
H -1.114 3.372 0.776 -0.384 -0.447 -0.654 0.0787
H 0.502 -1.991 0.557 0.574 -0.574 0.860 0.0811
H 1.134 -0.283 0.791 0.199 -1.371 -0.473 0.1158
H -0.377 -1.518 -1.542 -0.593 0.149 0.033 0.0732
H 0.300 0.058 -1.460 -0.005 1.197 -0.958 0.0360
H -1.568 1.281 2.200 -0.685 -0.621 2.089 0.0422

---

76
Properties=species:S:1:pos:R:3:forces:R:3:lowdin_spin:R:1 method="wB97M-V/def2-TZVPD" homo_lumo_gap_ev="6.781 / 6.803" total_charge=-1 multiplicity=6
Mn -0.845 -2.421 -0.157 -0.944 -0.587 -0.319 4.6116
O -1.178 -2.217 -2.136 0.133 0.116 -0.569 0.0632
C -0.396 -2.319 -3.146 0.088 -0.021 -0.030 0.0097
C -0.919 -2.180 -4.469 0.022 -0.035 0.249 0.0036
C -0.113 -2.209 -5.573 0.111 -0.011 -0.117 0.0025
C 1.276 -2.404 -5.464 -0.083 0.021 -0.041 0.0036
C 1.807 -2.571 -4.209 0.085 0.022 -0.045 0.0017
C 1.021 -2.527 -3.048 0.140 -0.074 0.385 0.0048
C 1.743 -2.622 -1.783 0.007 -0.102 -0.592 0.0183
N 1.243 -2.501 -0.621 0.208 0.176 0.650 0.0406
C 2.119 -2.477 0.553 -0.241 0.038 -0.008 0.0045
C 1.332 -2.707 1.869 -0.098 0.122 -0.221 0.0044
N -0.024 -2.165 1.779 0.717 -0.136 -0.073 0.0382
C -0.665 -1.865 2.833 -0.472 0.199 0.376 0.0209
C -2.040 -1.384 2.892 0.338 -0.184 -0.064 0.0048
C -2.520 -1.041 4.166 -0.002 0.033 0.095 0.0021
C -3.789 -0.562 4.370 -0.076 0.036 -0.074 0.0033
C -4.635 -0.432 3.252 -0.014 0.027 0.204 0.0032
C -4.212 -0.759 1.995 0.225 -0.119 -0.119 0.0032
C -2.889 -1.245 1.742 -0.025 0.032 0.122 0.0100
O -2.529 -1.503 0.541 -0.150 0.243 0.236 0.0625
H -1.989 -2.035 -4.555 0.009 0.020 0.010 0.0002
H -0.554 -2.075 -6.555 -0.001 -0.020 0.013 0.0001
H 1.908 -2.417 -6.342 -0.017 -0.028 -0.005 0.0002
H 2.877 -2.723 -4.096 -0.020 0.001 0.008 0.0002
H 2.826 -2.799 -1.880 -0.059 0.082 -0.049 0.0029
H 2.599 -1.495 0.605 -0.018 0.057 -0.039 -0.0001
H 2.902 -3.234 0.460 0.074 0.021 0.069 0.0006
H 1.876 -2.236 2.696 0.078 -0.088 0.035 0.0006
H 1.265 -3.778 2.069 -0.070 -0.052 -0.043 -0.0001
H -0.164 -1.966 3.810 -0.078 0.046 -0.051 0.0031
H -1.849 -1.159 5.013 -0.012 0.001 -0.027 0.0002
H -4.131 -0.297 5.361 -0.015 -0.013 -0.009 0.0002
H -5.650 -0.072 3.392 0.017 0.016 -0.003 0.0002
H -4.866 -0.665 1.137 0.017 0.004 -0.010 0.0001
Se -2.046 -7.412 0.057 0.086 0.299 0.003 0.0136
C -1.572 -5.666 0.071 -0.020 -0.345 0.066 0.0184
N -1.250 -4.549 0.097 0.035 0.159 -0.039 0.0339
C -0.958 3.931 0.304 -0.040 0.026 0.020 0.0002
C -1.169 2.419 0.355 -0.003 -0.046 0.006 0.0004
C -2.319 1.998 -0.568 0.001 0.007 -0.007 -0.0002
C -1.538 2.045 1.797 -0.025 0.030 0.008 0.0001
P 0.304 1.326 -0.059 0.017 0.181 0.212 0.0062
C 1.529 1.924 1.194 0.125 -0.128 -0.032 0.0009
C 2.324 3.069 1.132 -0.025 0.059 0.027 0.0002
C 3.252 3.358 2.125 -0.044 -0.022 -0.013 0.0000
C 3.404 2.507 3.211 -0.032 -0.003 -0.017 0.0001
C 2.617 1.367 3.299 -0.039 0.024 -0.046 0.0000
C 1.696 1.083 2.298 0.044 0.045 0.005 0.0003
C 1.030 1.792 -1.731 -0.044 -0.136 -0.046 0.0005
C 2.455 1.219 -1.714 0.030 -0.024 -0.002 0.0001
C 0.219 0.968 -2.745 0.013 0.059 -0.026 -0.0001
C 1.051 3.242 -2.212 0.045 0.034 -0.026 0.0002
H -1.849 4.427 0.706 0.021 -0.007 -0.006 0.0000
H -0.807 4.301 -0.707 -0.009 0.005 0.006 0.0000
H -0.109 4.238 0.918 -0.022 -0.004 -0.004 0.0000
H -3.260 2.410 -0.191 0.024 0.021 -0.026 0.0000
H -2.422 0.910 -0.609 -0.012 0.013 0.034 -0.0002
H -2.173 2.369 -1.585 -0.009 0.006 0.015 0.0000
H -2.513 2.475 2.045 0.028 0.001 -0.003 0.0000
H -0.804 2.430 2.509 -0.016 0.009 -0.007 0.0000
H -1.611 0.967 1.932 -0.010 -0.029 -0.004 0.0000
H 2.226 3.755 0.301 0.019 -0.032 0.018 0.0000
H 3.856 4.255 2.051 0.003 -0.007 -0.007 0.0000
H 4.130 2.732 3.982 0.000 -0.003 -0.002 0.0000
H 2.726 0.694 4.141 -0.018 0.008 -0.003 0.0000
H 1.083 0.192 2.365 0.019 -0.023 -0.015 0.0001
H 2.453 0.190 -1.342 -0.004 0.012 -0.017 0.0001
H 3.133 1.802 -1.088 -0.017 0.003 -0.031 0.0000
H 2.849 1.200 -2.735 0.001 0.018 0.022 0.0000
H 0.086 -0.053 -2.401 0.007 -0.060 0.003 0.0001
H 0.740 0.937 -3.708 -0.021 0.034 0.008 0.0000
H -0.774 1.387 -2.910 0.022 -0.002 0.000 0.0000
H 1.509 3.939 -1.510 -0.001 -0.028 -0.031 0.0000
H 0.044 3.596 -2.433 0.010 0.001 0.003 0.0000
H 1.621 3.290 -3.147 -0.013 0.006 0.016 0.0000

---

63
Properties=species:S:1:pos:R:3:forces:R:3:lowdin_charge:R:1 method="wB97M-V/def2-TZVPD" homo_lumo_gap_ev=3.871 total_charge=+1
Tl 0.898 0.855 0.133 -0.179 -0.270 0.131 0.9335
C -4.921 1.403 -4.237 2.236 0.593 2.301 0.1499
C -3.676 1.001 -3.629 2.341 -0.590 1.251 -0.2717
C -3.031 -0.360 -4.171 2.668 -0.570 2.433 -0.2244
O -1.977 -0.819 -3.616 -3.691 1.635 -2.111 0.0834
C -3.740 -1.069 -5.235 2.275 0.339 1.757 0.1641
C -4.896 -0.599 -5.784 -3.923 -1.731 -4.879 -0.2510
C -5.526 0.677 -5.201 -6.536 0.949 -3.815 -0.2354
O -6.707 1.201 -5.588 4.922 -2.969 0.988 0.0793
O -5.377 -1.302 -6.808 1.373 3.483 4.328 0.0927
O -3.117 1.613 -2.707 -1.240 -1.104 -1.867 0.1145
H -5.355 2.291 -3.801 -0.379 0.101 -0.313 0.1553
H -3.308 -1.978 -5.627 0.025 -0.118 -0.011 0.1523
C 5.216 -4.335 2.518 0.309 1.087 0.133 -0.2408
S 5.130 -3.451 0.882 -2.040 -0.008 0.136 0.8376
O 3.663 -2.987 0.779 2.234 -0.230 0.135 -0.6054
C 6.210 -2.036 1.286 0.092 -0.216 1.066 -0.2725
H 4.445 -5.099 2.614 0.186 -0.028 -0.623 0.0535
H 5.016 -3.620 3.316 -0.126 0.283 -0.124 0.0469
H 6.222 -4.711 2.709 -0.057 -0.264 -0.331 0.0482
H 7.145 -2.464 1.648 0.068 -0.169 -0.001 0.0468
H 5.768 -1.499 2.126 -0.148 0.080 -0.046 0.0481
H 6.487 -1.330 0.503 -0.578 -0.426 -0.395 0.0507
C -0.495 -5.621 -0.713 0.566 -0.636 -0.397 -0.2758
S -1.637 -4.878 0.494 -0.026 -0.453 -1.387 0.8282
O -1.247 -3.451 0.427 -0.191 0.596 0.350 -0.5829
C -3.120 -5.074 -0.628 0.548 -0.326 0.237 -0.2467
H -0.811 -6.600 -1.073 -0.537 0.193 -0.219 0.0505
H 0.534 -5.830 -0.421 -0.125 0.377 1.063 0.0495
H -0.356 -4.881 -1.502 -0.561 -0.056 -0.195 0.0524
H -2.887 -4.662 -1.610 0.046 0.403 0.201 0.0471
H -3.993 -4.615 -0.163 0.222 0.156 -0.024 0.0426
H -3.337 -6.127 -0.805 0.099 -0.138 0.345 0.0458
C 4.483 4.784 -3.970 1.413 0.569 0.216 -0.2798
S 2.761 4.858 -4.487 -0.564 0.225 0.826 0.8381
O 1.994 4.288 -3.308 0.441 0.599 -0.855 -0.5992
C 2.464 6.710 -4.467 0.214 -0.295 0.311 -0.2404
H 4.854 5.732 -3.581 -0.315 0.161 0.102 0.0473
H 5.197 4.525 -4.752 -0.457 -0.031 -0.501 0.0478
H 4.674 4.048 -3.190 -0.748 -0.103 0.004 0.0515
H 1.398 6.825 -4.664 0.042 -0.114 0.152 0.0424
H 3.002 7.332 -5.182 0.213 -0.659 -0.475 0.0517
H 2.735 7.148 -3.506 -0.245 -0.428 0.302 0.0500
C 1.601 1.358 6.799 0.985 -0.653 -0.887 -0.2242
S 2.704 -0.011 6.076 -0.579 0.802 -2.342 0.8430
O 2.351 -0.089 4.577 0.375 0.149 2.071 -0.6153
C 4.266 0.925 6.187 -0.557 0.013 0.274 -0.2762
H 1.863 1.514 7.846 -0.383 -0.292 0.021 0.0471
H 0.595 1.006 6.572 0.048 -0.088 0.521 0.0442
H 1.740 2.297 6.264 0.285 -0.132 -0.193 0.0475
H 4.303 1.023 7.272 0.414 0.781 0.010 0.0415
H 4.128 1.829 5.595 -0.095 0.261 0.496 0.0512
H 5.208 0.491 5.851 -0.495 -0.778 -0.082 0.0519
C -5.449 0.161 2.253 0.536 -1.153 0.054 -0.2755
S -4.303 1.328 3.054 0.553 -1.265 0.405 0.8372
O -2.905 0.887 2.631 -1.506 0.945 -0.124 -0.5841
C -4.895 2.732 2.105 0.007 0.692 -0.897 -0.2769
H -6.503 0.344 2.460 0.138 0.424 -0.194 0.0623
H -5.246 -0.860 2.576 0.175 0.139 0.815 0.0483
H -5.183 0.030 1.204 -0.261 0.845 -0.285 0.0545
H -5.550 3.457 2.589 -0.086 -0.531 0.772 0.0562
H -5.463 2.336 1.263 0.411 0.316 -0.309 0.0387
H -4.044 3.349 1.817 0.163 -0.364 -0.324 0.0530

---

How do the records compare in relative energy (zero: lowest compared OMol25 entry of this formula, charge and spin)? In the order shown, they have 0.000 0.181 5.286 eV.